Molecular formula: C4H13NOS
Method: DFT, ωB97M-V/def2-TZVPD

CARTESIAN COORDINATES (ANGSTROEM)
C 0.10 -1.59 -0.26
N 0.21 -0.26 -0.80
C 0.91 0.76 0.06
C 0.86 0.64 1.59
S -0.71 1.03 2.41
C -1.16 -1.84 0.63
H 0.06 -2.29 -1.11
H 0.99 -1.93 0.35
H -1.79 1.75 -0.56
H 0.39 1.75 -0.16
H 1.92 0.82 -0.28
H 1.19 -0.34 1.91
H 1.65 1.29 1.99
H -1.87 2.38 -0.16
H -2.09 -1.40 0.12
H -1.28 -2.93 0.87
H -1.05 -1.23 1.59
H 0.42 0.63 -2.07
H 0.56 1.27 -3.53
O 0.70 1.48 -2.60

Values from the calculation:
Maximum force (eV Å⁻¹): 3.79
DFT total energy (eV): -18725.209
Kohn-Sham gap (eV): 4.40

Need the Löwdin charges? In units of e they are: atom 1 (C): -0.29, atom 2 (N): 0.06, atom 3 (C): -0.29, atom 4 (C): -0.66, atom 5 (S): 0.57, atom 6 (C): -0.09, atom 7 (H): 0.12, atom 8 (H): 0.12, atom 9 (H): 0.03, atom 10 (H): 0.09, atom 11 (H): 0.13, atom 12 (H): 0.05, atom 13 (H): 0.06, atom 14 (H): 0.04, atom 15 (H): 0.10, atom 16 (H): 0.08, atom 17 (H): 0.00, atom 18 (H): -0.01, atom 19 (H): 0.02, atom 20 (O): -0.15

Molecular formula: C7H7NO2S
Method: DFT, ωB97M-V/def2-TZVPD

CARTESIAN COORDINATES (ANGSTROEM)
C -1.85 -1.86 1.50
C -2.26 -0.75 1.32
C -2.89 0.50 1.04
N -2.31 1.53 0.65
S -0.77 1.93 0.06
O -0.39 3.06 0.79
O -0.98 2.24 -1.33
C 0.50 0.68 0.27
C 1.15 0.16 -0.72
C 2.13 -0.79 -0.61
C 2.90 -1.30 -1.60
H -1.46 -2.86 1.45
H -3.93 0.57 1.29
H 0.45 0.50 1.38
H 1.01 0.60 -1.65
H 2.08 -1.42 0.36
H 3.66 -2.01 -1.64
H 2.95 -0.79 -2.57

Values from the calculation:
Maximum force (eV Å⁻¹): 6.05
DFT total energy (eV): -23787.012
SMILES string: C#C/C=N\S(=O)(=O)/C=C/C=C
Kohn-Sham gap (eV): 9.27

Need the Löwdin charges? In units of e they are: atom 1 (C): 0.15, atom 2 (C): -0.10, atom 3 (C): -0.20, atom 4 (N): -0.02, atom 5 (S): 0.58, atom 6 (O): -0.28, atom 7 (O): -0.30, atom 8 (C): -0.15, atom 9 (C): -0.19, atom 10 (C): -0.19, atom 11 (C): 0.06, atom 12 (H): 0.05, atom 13 (H): 0.12, atom 14 (H): 0.12, atom 15 (H): 0.11, atom 16 (H): 0.14, atom 17 (H): 0.04, atom 18 (H): 0.07

Molecular formula: C4H11N3
Method: DFT, ωB97M-V/def2-TZVPD

CARTESIAN COORDINATES (ANGSTROEM)
H -3.53 -0.35 1.56
N -2.54 -0.60 1.58
C -1.77 -0.02 0.76
N -2.37 0.66 -0.28
N -0.39 0.13 0.78
C 0.18 0.52 -0.50
C 1.73 0.48 -0.44
C 2.38 -0.99 -0.18
H -1.96 0.99 -1.17
H -3.34 0.55 0.11
H 0.06 -0.70 1.14
H -0.13 -0.22 -1.22
H -0.25 1.51 -0.67
H 2.22 1.24 0.28
H 2.18 0.92 -1.42
H 2.15 -1.37 0.84
H 1.95 -1.72 -0.84
H 3.44 -1.03 -0.33

Values from the calculation:
Maximum force (eV Å⁻¹): 2.88
DFT total energy (eV): -8795.429
SMILES string: [H]/N=C(\N)NCCC
Kohn-Sham gap (eV): 9.39

Need the Löwdin charges? In units of e they are: atom 1 (H): 0.03, atom 2 (N): 0.07, atom 3 (C): -0.61, atom 4 (N): 0.09, atom 5 (N): 0.04, atom 6 (C): -0.26, atom 7 (C): -0.20, atom 8 (C): -0.10, atom 9 (H): 0.10, atom 10 (H): 0.11, atom 11 (H): 0.12, atom 12 (H): 0.11, atom 13 (H): 0.11, atom 14 (H): 0.12, atom 15 (H): 0.12, atom 16 (H): 0.07, atom 17 (H): 0.05, atom 18 (H): 0.05

Molecular formula: C6H9IO3
Method: DFT, ωB97M-V/def2-TZVPD

CARTESIAN COORDINATES (ANGSTROEM)
C 1.99 1.95 1.09
C 2.05 0.85 0.37
I 3.83 0.10 -0.43
C 0.84 -0.29 0.10
O 0.72 -1.13 1.16
C 0.05 -2.42 0.90
O -0.45 0.42 -0.04
C -1.13 0.32 -1.16
C -2.54 1.01 -1.03
O -0.79 -0.37 -2.11
H 2.81 2.61 1.11
H 1.09 2.48 1.43
H 0.86 -0.83 -0.83
H -0.93 -2.36 1.51
H 0.62 -3.32 1.27
H -0.20 -2.44 -0.21
H -3.24 0.38 -0.43
H -3.11 1.03 -2.08
H -2.48 1.99 -0.63

Values from the calculation:
Maximum force (eV Å⁻¹): 3.89
DFT total energy (eV): -20608.864
SMILES string: C=C(I)[C@@H](OC)OC(C)=O
Kohn-Sham gap (eV): 9.87

Need the Löwdin charges? In units of e they are: atom 1 (C): -0.06, atom 2 (C): -0.67, atom 3 (I): 0.87, atom 4 (C): -0.39, atom 5 (O): -0.13, atom 6 (C): -0.02, atom 7 (O): 0.03, atom 8 (C): -0.51, atom 9 (C): 0.02, atom 10 (O): 0.06, atom 11 (H): 0.04, atom 12 (H): 0.09, atom 13 (H): 0.10, atom 14 (H): 0.11, atom 15 (H): 0.10, atom 16 (H): 0.11, atom 17 (H): 0.09, atom 18 (H): 0.12, atom 19 (H): 0.05

Molecular formula: C13H15F6IrO
Method: DFT, ωB97M-V/def2-TZVPD

CARTESIAN COORDINATES (ANGSTROEM)
Ir -0.51 -0.47 0.41
C -0.68 -3.80 0.83
C -1.41 -2.54 0.49
C -1.92 -1.70 1.52
C -2.58 -0.46 1.25
C -3.07 0.41 2.36
C -2.58 -0.02 -0.11
C -2.07 -0.82 -1.18
C -2.04 -0.29 -2.57
C -1.45 -2.04 -0.84
H 0.39 -3.61 0.96
H -0.79 -4.53 0.03
H -1.06 -4.22 1.76
H -1.76 -1.98 2.55
H -2.29 1.11 2.67
H -3.36 -0.19 3.22
H -3.93 0.99 2.02
H -2.92 0.99 -0.32
H -1.13 0.29 -2.75
H -2.89 0.35 -2.76
H -2.04 -1.11 -3.29
H -0.92 -2.59 -1.61
C 3.02 1.79 0.36
C 2.03 1.18 1.34
O 0.97 0.50 0.65
C 2.69 0.08 2.21
F 3.25 -0.83 1.41
F 3.60 0.61 3.01
F 1.77 -0.56 2.96
C 1.31 2.27 2.18
F 0.35 1.72 2.95
F 0.69 3.11 1.34
F 2.16 2.93 2.93
H 3.45 1.01 -0.26
H 3.81 2.28 0.92
H 2.52 2.52 -0.26

Values from the calculation:
Maximum force (eV Å⁻¹): 1.00
DFT total energy (eV): -34897.938
Total charge: +2
Kohn-Sham gap (eV): 8.79

Need the Löwdin charges? In units of e they are: atom 1 (Ir): 1.61, atom 2 (C): 0.02, atom 3 (C): -0.29, atom 4 (C): -0.05, atom 5 (C): -0.28, atom 6 (C): 0.03, atom 7 (C): -0.04, atom 8 (C): -0.29, atom 9 (C): 0.02, atom 10 (C): -0.05, atom 11 (H): 0.12, atom 12 (H): 0.12, atom 13 (H): 0.11, atom 14 (H): 0.17, atom 15 (H): 0.11, atom 16 (H): 0.12, atom 17 (H): 0.12, atom 18 (H): 0.17, atom 19 (H): 0.12, atom 20 (H): 0.12, atom 21 (H): 0.11, atom 22 (H): 0.17, atom 23 (C): 0.06, atom 24 (C): -0.33, atom 25 (O): -0.26, atom 26 (C): -0.59, atom 27 (F): 0.18, atom 28 (F): 0.23, atom 29 (F): 0.15, atom 30 (C): -0.58, atom 31 (F): 0.15, atom 32 (F): 0.18, atom 33 (F): 0.23, atom 34 (H): 0.11, atom 35 (H): 0.13, atom 36 (H): 0.11

It is found that the relative energy (zero: lowest compared OMol25 entry of this formula, charge and spin) values, taken in the order of the records, are 156.9 96.2 50.5 0.0 0.0 kcal per mole.
It is found that the E_HOMO values, taken in the order of the records, are -8.1158 -9.6891 -8.5356 -9.3224 -18.6022 eV.